[1]
14
Properties=species:S:1:pos:R:3:forces:R:3:mulliken_charge:R:1 method="wB97M-V/def2-TZVPD" lumo_ev=0.712 multiplicity=1 e_above_lowest_kj_mol=220.0 homo_lumo_gap_ha=0.399 max_force_ev_per_a=4.21 e_homo_ev=-10.14
C -2.3392 -0.2283 -0.1032 4.2 0.3 0.6 0.0598
C 0.2275 -1.0299 -0.8823 -0.6 -1.2 -0.4 -1.2559
C -0.1238 1.3839 -0.0513 0.1 -0.7 -3.7 -1.5508
C -0.3880 -0.1200 0.1921 -0.9 0.1 0.2 1.2355
N -3.4690 -0.1074 -0.2158 -1.5 0.0 -0.2 -0.4672
N -0.0165 -0.4574 1.4780 0.1 -1.2 2.4 -0.5726
H 0.3815 -0.4029 -1.7862 0.8 -0.5 0.7 0.2924
H 1.0601 -1.7630 -0.5268 -1.1 2.0 -0.6 0.3291
H -0.5457 -1.7102 -1.2571 0.0 0.0 0.3 0.3472
H -0.5326 1.6361 -1.1273 0.7 -0.3 2.2 0.3140
H 0.9391 1.6766 -0.0517 0.0 -0.9 -0.2 0.4034
H -0.5125 2.0590 0.6336 -1.5 0.8 1.4 0.4426
H -0.1265 0.2114 2.2129 -0.2 1.1 -0.3 0.2021
H -0.1139 -1.3358 2.0544 -0.1 0.6 -2.4 0.2205

[2]
14
Properties=species:S:1:pos:R:3:forces:R:3:mulliken_charge:R:1 method="wB97M-V/def2-TZVPD" lumo_ev=0.920 smiles="[H]/N=C(/C)N1CC1" multiplicity=1 e_above_lowest_kj_mol=171.3 homo_lumo_gap_ha=0.352 max_force_ev_per_a=1.51 e_homo_ev=-8.66
C 1.6963 0.9225 -0.0196 0.2 0.7 0.1 -1.0601
C 0.9855 -0.3921 -0.0201 -0.3 -0.5 0.4 0.7090
C -1.4776 0.6667 0.0203 1.0 -0.1 0.3 -0.5065
C -1.6788 -0.8526 -0.0107 0.2 0.3 0.5 -0.3846
H 1.5961 1.4832 0.9273 -0.2 -0.5 -0.2 0.2460
H 2.7752 0.7755 -0.1791 -0.5 0.0 -0.2 0.3252
H 1.2405 1.5753 -0.7789 0.4 -0.2 0.0 0.2866
H 0.9229 -2.2604 0.0060 0.8 0.4 0.0 0.2069
H -1.5418 1.1761 1.0033 -0.3 -0.3 -0.7 0.2424
H -1.7278 1.3035 -0.8636 0.3 -0.8 0.7 0.2363
H -2.0295 -1.2517 -0.9472 -0.3 -0.3 -0.1 0.2418
H -2.0059 -1.3577 0.9114 0.1 0.2 -0.4 0.2453
N 1.6342 -1.4970 0.0102 -1.1 -0.3 -0.1 -0.7203
N -0.3891 -0.2913 -0.0595 -0.2 1.5 -0.3 -0.0682

[3]
14
Properties=species:S:1:pos:R:3:forces:R:3:mulliken_charge:R:1 method="wB97M-V/def2-TZVPD" lumo_ev=0.752 smiles=CN(C)CC#N multiplicity=1 e_above_lowest_kj_mol=276.5 homo_lumo_gap_ha=0.342 max_force_ev_per_a=2.91 e_homo_ev=-8.56
C -1.1262 -0.7618 -0.4446 0.0 0.1 -0.1 -0.9864
N 0.2049 -0.4038 0.0281 0.1 0.2 0.0 0.0755
C 0.5283 -0.7253 1.4024 0.0 0.1 0.1 -1.0140
C 0.8674 0.7209 -0.5363 -0.1 2.3 1.2 -0.3678
C 0.1085 1.5330 -1.4344 -1.2 -0.8 -2.2 0.1380
N -0.7625 2.1177 -1.9373 0.7 -0.1 0.0 -0.4972
H -1.6041 -1.4273 0.2825 0.2 0.2 -0.1 0.3588
H -1.0652 -1.2924 -1.4026 0.0 0.1 0.1 0.2649
H -1.7600 0.1208 -0.5905 -0.1 -0.2 0.1 0.3786
H -0.0965 -0.1634 2.1116 0.1 0.0 0.1 0.3429
H 1.5772 -0.4774 1.5974 -0.2 0.0 0.0 0.3381
H 0.3939 -1.7987 1.5929 0.0 0.3 -0.1 0.3249
H 1.9494 0.6163 -0.5274 -0.1 0.1 -0.9 0.4687
H 0.7849 1.9416 -0.1419 0.6 -2.1 1.9 0.1750

[4]
14
Properties=species:S:1:pos:R:3:forces:R:3:mulliken_charge:R:1 method="wB97M-V/def2-TZVPD" lumo_ev=0.879 smiles=CC[C@@H](N)C#N multiplicity=1 e_above_lowest_kj_mol=260.3 homo_lumo_gap_ha=0.384 max_force_ev_per_a=8.84 e_homo_ev=-9.57
C 1.0367 1.6087 0.3947 -0.1 -2.3 -1.6 -1.1691
C -0.4739 0.6228 -0.1909 3.8 7.4 3.0 -0.6990
C -0.4001 -0.7452 0.2440 -0.3 -1.0 0.4 0.4495
N -1.6360 -1.2822 -0.2464 -1.4 -2.2 -0.4 -0.6436
C 0.7945 -1.3922 -0.3203 1.4 -0.9 -0.6 0.1178
N 1.7197 -1.8891 -0.8089 -1.0 0.5 0.5 -0.4437
H 1.8235 1.0629 -0.1301 0.4 0.4 0.2 0.3735
H 1.2223 1.5472 1.4715 -0.5 -0.2 -0.2 0.3476
H 1.0418 2.6538 0.0746 -0.5 -0.3 -0.1 0.3526
H -0.7807 1.4921 0.5047 -1.8 -2.3 -1.3 0.2342
H -0.4773 0.8522 -1.2441 -0.3 -0.2 -0.1 0.2756
H -0.3637 -0.8607 1.3304 0.0 0.2 -0.1 0.2850
H -1.6049 -1.4906 -1.2485 0.1 0.4 0.3 0.2680
H -1.9019 -2.1799 0.1691 0.3 0.4 0.1 0.2515

[5]
14
Properties=species:S:1:pos:R:3:forces:R:3:mulliken_charge:R:1 method="wB97M-V/def2-TZVPD" lumo_ev=0.970 smiles="C[C@H]1CC=NN1" multiplicity=1 e_above_lowest_kj_mol=377.9 homo_lumo_gap_ha=0.321 max_force_ev_per_a=6.57 e_homo_ev=-7.75
C -1.1751 -0.8080 -0.7953 -2.0 -2.1 -0.6 -1.2787
C -0.3227 -0.3212 0.4008 -0.7 0.8 -1.3 0.1204
C 1.1883 -0.3715 -0.0306 -3.2 -0.9 -2.4 -0.3855
C 1.6262 0.9388 0.3722 -0.9 5.2 0.6 -0.3354
H -1.3574 -0.1201 -1.7259 1.2 -0.9 2.0 0.3208
H -0.8546 -1.9344 -1.2650 -1.1 3.0 1.7 0.2875
H -2.1988 -0.7731 -0.2986 0.6 -1.0 -1.2 0.3439
H -0.5755 -0.7556 1.4378 0.4 0.1 -1.7 0.3107
H 1.0306 -0.5728 -1.2518 1.4 0.4 3.1 0.2566
H 1.4096 -1.1927 0.5608 2.0 -1.9 0.3 0.2986
H 2.6393 1.4759 0.6522 -2.2 -1.6 -1.3 0.3169
H -1.3684 1.5363 1.0524 1.9 -0.6 -1.3 0.2924
N 0.5301 1.7583 0.4298 6.2 1.3 1.8 -0.6194
N -0.5716 1.1401 0.4612 -3.8 -1.8 0.4 0.0712

[6]
14
Properties=species:S:1:pos:R:3:forces:R:3:mulliken_charge:R:1 method="wB97M-V/def2-TZVPD" lumo_ev=0.800 multiplicity=1 e_above_lowest_kj_mol=366.5 homo_lumo_gap_ha=0.317 max_force_ev_per_a=3.91 e_homo_ev=-7.82
C 0.3370 0.6269 0.8270 -1.3 0.6 0.0 0.1900
C -2.7885 0.1413 -0.2957 1.1 0.4 -1.0 -0.6442
C 2.0581 -0.4001 -0.6230 0.8 -1.6 -3.5 -0.9589
C 1.6753 0.1259 0.7259 1.7 1.6 0.4 -0.1130
N -2.0631 0.2486 0.9708 1.3 -0.7 1.3 -1.2554
N -0.7918 0.3263 0.9784 -2.6 0.3 -1.9 0.7013
H -2.3274 -0.4714 -1.1248 0.1 0.9 0.8 0.2336
H -3.0225 1.1744 -0.5983 0.3 -0.2 -0.5 0.2796
H -3.7545 -0.3134 -0.1904 -0.4 -0.4 0.8 0.2814
H 2.3245 0.4522 -1.3264 -0.1 -1.1 0.8 0.2728
H 1.2946 -1.0310 -1.2436 0.6 1.4 1.6 0.2762
H 2.9138 -1.1841 -0.6103 -1.0 1.8 0.4 0.2733
H 2.3965 0.9461 1.0869 -0.8 -1.2 -0.8 0.2264
H 1.7480 -0.6414 1.4234 0.3 -1.5 1.5 0.2369